*P*
Below is C5H11N in the gas phase, with properties calculated with ωB97M-V with the def2-TZVPD basis set.

## Properties
Gap between HOMO and LUMO = 10.005 eV
Structure (SMILES) = C[C@@H]1CN[C@H]1C

The geometry in XYZ format:
```
17
Properties=species:S:1:pos:R:3:nbo_charge:R:1
C -1.9577 -0.7527 -0.2004 -0.61
C -0.6440 -0.3279 0.4469 -0.23
C -0.4662 1.2045 0.4728 -0.22
N 0.5065 1.1184 -0.6514 -0.62
C 0.6325 -0.3400 -0.4508 -0.04
C 1.8937 -0.7763 0.2648 -0.62
H -2.0025 -0.2736 -1.2036 0.21
H -2.0154 -1.8381 -0.3195 0.21
H -2.8489 -0.3479 0.3583 0.21
H -0.5230 -0.8563 1.3831 0.20
H -0.0313 1.5586 1.4046 0.18
H -1.3644 1.8290 0.2965 0.18
H 1.3731 1.6122 -0.4757 0.35
H 0.5181 -0.9057 -1.3930 0.18
H 1.8937 -1.8846 0.3741 0.22
H 2.7816 -0.5101 -0.3324 0.21
H 1.9232 -0.2586 1.2669 0.20
```

*Q*
Below is C5H11N in the gas phase, with properties calculated with ωB97M-V with the def2-TZVPD basis set.

## Properties
Gap between HOMO and LUMO = 9.990 eV
Structure (SMILES) = C=C(C)CCN

The geometry in XYZ format:
```
17
Properties=species:S:1:pos:R:3:nbo_charge:R:1
C -0.0460 1.1280 -1.5305 -0.42
C -0.0835 -0.1206 -1.0617 0.04
C 1.0821 -1.0525 -1.2341 -0.67
C -1.0115 -0.3730 0.1348 -0.45
C -0.2449 -0.4428 1.4217 -0.22
N 0.0169 0.8924 1.9472 -0.86
H 0.7641 1.5198 -2.1509 0.19
H -0.9221 1.7658 -1.5226 0.20
H 1.4487 -1.1644 -2.2508 0.23
H 1.9130 -0.6624 -0.6464 0.22
H 0.8788 -2.0343 -0.8113 0.21
H -1.7388 0.4392 0.0609 0.22
H -1.6764 -1.2275 -0.0336 0.21
H 0.6544 -1.0627 1.3407 0.17
H -0.8145 -0.9659 2.1996 0.19
H 0.4644 1.4447 1.2208 0.36
H 0.4879 1.0107 2.8282 0.37
```

*R*
Below is C5H11N in the gas phase, with properties calculated with ωB97M-V with the def2-TZVPD basis set.

## Properties
Gap between HOMO and LUMO = 10.093 eV
Structure (SMILES) = CCN1C[C@H]1C

The geometry in XYZ format:
```
17
Properties=species:S:1:pos:R:3:nbo_charge:R:1
C -2.1297 0.5327 0.3414 -0.65
C -1.3537 -0.3184 -0.6876 -0.22
N 0.0362 -0.6951 -0.4294 -0.40
C 0.5063 -0.7993 0.9353 -0.26
C 1.0048 0.2752 0.0367 -0.08
C 2.3921 0.2014 -0.5588 -0.61
H -3.1701 0.1962 0.3837 0.22
H -1.7465 0.4483 1.3627 0.20
H -2.1381 1.5968 0.0900 0.21
H -1.8875 -1.2640 -0.8367 0.19
H -1.3599 0.1934 -1.6576 0.20
H -0.1662 -0.5093 1.7388 0.19
H 1.1272 -1.6642 1.1608 0.20
H 0.6350 1.2819 0.2493 0.19
H 3.1341 0.6210 0.1314 0.21
H 2.4614 0.7476 -1.5066 0.21
H 2.6545 -0.8441 -0.7532 0.22
```

Stability ranking, top and bottom: *P* is the most stable and *R* is the least stable.

*P*
Below is C5H11N in the gas phase, with properties calculated with ωB97M-V with the def2-TZVPD basis set.

## Properties
Gap between HOMO and LUMO = 9.802 eV
Structure (SMILES) = CC[C@H]1CN1C

The geometry in XYZ format:
```
17
Properties=species:S:1:pos:R:3:nbo_charge:R:1
C -2.2309 0.2116 -0.1197 -0.61
C -0.9752 -0.5209 -0.4904 -0.38
C -0.0246 -0.5735 0.7340 -0.12
C 1.2706 -1.3259 0.9000 -0.22
N 1.1690 -0.2571 -0.0154 -0.41
C 1.6100 1.0802 0.1419 -0.40
H -2.7929 -0.3800 0.5992 0.20
H -1.9500 1.1644 0.3535 0.20
H -2.8246 0.4444 -1.0050 0.21
H -1.0899 -1.5159 -0.9206 0.21
H -0.5024 0.0680 -1.3075 0.20
H -0.2230 0.0457 1.6379 0.18
H 1.4064 -2.3246 0.4938 0.20
H 1.8830 -1.0854 1.7701 0.18
H 0.8644 1.7337 -0.3468 0.19
H 2.5558 1.1863 -0.3800 0.20
H 1.6787 1.3785 1.1982 0.16
```

*Q*
Below is C5H11N in the gas phase, with properties calculated with ωB97M-V with the def2-TZVPD basis set.

## Properties
Gap between HOMO and LUMO = 8.735 eV
Structure (SMILES) = CC(C)=C(C)N

The geometry in XYZ format:
```
17
Properties=species:S:1:pos:R:3:nbo_charge:R:1
C -0.3001 -0.4424 -1.8908 -0.64
C -0.4571 -0.2329 -0.4017 -0.07
C -1.7279 -0.8842 0.1233 -0.63
C 0.4710 0.2782 0.4221 0.18
C 0.2137 0.7882 1.8193 -0.66
N 1.7489 0.6130 -0.1092 -0.82
H -0.2055 -1.5068 -2.1368 0.21
H -1.2835 -0.2160 -2.3169 0.21
H 0.4629 0.1353 -2.3964 0.22
H -1.7466 -0.7008 1.1980 0.21
H -2.6685 -0.6126 -0.3378 0.21
H -1.5247 -1.9553 0.0478 0.21
H -0.8433 1.0297 1.8482 0.23
H 0.8352 1.6744 1.9147 0.22
H 0.5042 0.0585 2.5766 0.21
H 2.0792 -0.0415 -0.8253 0.36
H 2.4760 0.4639 0.5876 0.36
```

Stability ranking, top and bottom: *Q* is the most stable and *P* is the least stable.

*P*
Below is 2 unconnected molecules or ions with the total composition C5H6OS2, with properties calculated with ωB97M-V with the def2-TZVPD basis set.

## Properties
Gap between HOMO and LUMO = 7.196 eV

The geometry in XYZ format:
```
14
Properties=species:S:1:pos:R:3:nbo_charge:R:1
C -1.7060 -0.7589 1.2159 -0.43
C -1.7417 0.0048 0.0821 -0.19
C -0.9377 -0.3638 -1.1600 -0.66
C 1.4877 0.6175 -0.2938 -0.40
C 2.8146 0.1635 0.2620 0.33
H -2.5031 -0.7239 2.1204 0.23
H -0.8296 -1.5337 1.3495 0.21
H -2.5396 1.2198 0.0594 0.24
H -1.4613 -0.9323 -1.9558 0.26
H -0.6496 0.7515 -1.4465 0.27
H 3.4103 1.2922 0.2147 0.17
O 3.2118 -1.0851 0.5297 -0.49
S 0.8196 -0.8349 -0.9028 0.49
S 0.6247 2.1832 -0.0748 -0.04
```

*Q*
Below is C5H6OS2 in the gas phase, with properties calculated with ωB97M-V with the def2-TZVPD basis set.

## Properties
Gap between HOMO and LUMO = 9.321 eV
Structure (SMILES) = CC1=CCSC(=O)S1

The geometry in XYZ format:
```
14
Properties=species:S:1:pos:R:3:nbo_charge:R:1
C -1.1663 -1.9108 -0.0578 -0.65
C -0.3371 -0.6683 0.1877 -0.12
C 0.4523 -0.1903 -0.8946 -0.25
C 1.4730 0.8939 -0.7347 -0.55
S 0.5951 2.4239 -0.0192 0.24
C -0.2788 1.8564 1.4598 0.19
O -0.5770 2.6769 2.3638 -0.55
S -0.6386 0.1602 1.7853 0.31
H -2.2227 -1.6437 0.5347 0.22
H -1.0806 -2.2438 -1.1382 0.24
H -0.7709 -2.7165 0.5372 0.23
H 0.2846 -0.5069 -1.8691 0.22
H 2.5316 0.5245 -0.3461 0.25
H 1.7355 1.3444 -1.8088 0.24
```

Stability ranking, top and bottom: *Q* is the most stable and *P* is the least stable.

*P*
Below is C5H6OS2 in the gas phase, with properties calculated with ωB97M-V with the def2-TZVPD basis set.

## Properties
Gap between HOMO and LUMO = 9.341 eV
Structure (SMILES) = S=C1O[C@H]2C[C@]1(S)C2

The geometry in XYZ format:
```
14
Properties=species:S:1:pos:R:3:nbo_charge:R:1
S 1.6073 -2.4459 1.0727 0.04
C 0.7260 -1.3991 0.2514 0.17
O 0.0136 -1.5424 -0.9513 -0.49
C -0.6764 -0.3038 -1.1252 0.07
C 0.5225 0.7461 -0.9052 -0.40
C 0.4268 0.0656 0.5900 -0.24
S 1.2397 0.9822 1.9569 0.04
C -1.1464 -0.0578 0.3410 -0.42
H -1.2535 -0.2941 -2.0354 0.22
H 0.1180 1.7295 -0.8666 0.21
H 1.4309 0.6013 -1.5391 0.23
H 0.3910 2.0405 1.7688 0.12
H -1.6661 -0.9952 0.7859 0.23
H -1.7333 0.8732 0.6562 0.23
```

*Q*
Below is a molecular structure, C5H6OS2, with properties calculated with ωB97M-V with the def2-TZVPD basis set.

## Properties
Gap between HOMO and LUMO = 8.485 eV

The geometry in XYZ format:
```
14
Properties=species:S:1:pos:R:3:nbo_charge:R:1
C 1.7341 0.1570 1.3186 -0.74
C 1.6162 -0.0106 -0.1664 0.59
C 0.2466 -0.4423 -0.6931 -0.50
C -1.9269 -0.5798 0.1410 -0.59
C -0.9301 0.4636 -0.2972 -0.08
H 1.5198 1.2298 1.5274 0.25
H 1.0522 -0.5608 1.7933 0.23
H 2.7336 -0.0888 1.6890 0.24
H 0.3535 -0.5870 -1.7825 0.27
H -2.5361 -0.3801 1.0718 0.25
H -2.5853 -0.6621 -0.6970 0.24
O 2.5803 0.1633 -0.8482 -0.50
S -0.6392 -1.8845 0.0840 0.21
S -0.9620 2.0230 0.0013 0.13
```

*R*
Below is 2 unconnected molecules or ions with the total composition C5H6OS2, with properties calculated with ωB97M-V with the def2-TZVPD basis set.

## Properties
Gap between HOMO and LUMO = 9.522 eV

The geometry in XYZ format:
```
14
Properties=species:S:1:pos:R:3:nbo_charge:R:1
C -1.9881 -0.4614 -0.5425 -0.35
C -0.6514 -0.5328 -1.2983 -0.34
C -1.3523 0.4144 0.4251 -0.26
C 0.0255 0.2536 -0.2182 -0.22
C 1.3326 0.2312 0.4584 -0.64
O -0.0309 2.6988 0.7910 -0.94
S -1.2019 -2.1441 -0.8006 0.16
S -0.6380 1.9911 -0.3541 1.17
H -3.0818 -0.5605 -0.8919 0.27
H -0.3509 -0.2587 -2.2839 0.24
H -1.4836 0.7676 2.1119 0.20
H 1.2990 1.0192 1.2659 0.27
H 2.0956 0.6271 -0.1459 0.23
H 1.4871 -0.6192 0.9507 0.23
```

Stability ranking, top and bottom: *Q* is the most stable and *R* is the least stable.

*P*
Below is 2 unconnected molecules or ions with the total composition C6H8N2, with properties calculated with ωB97M-V with the def2-TZVPD basis set.

## Properties
Gap between HOMO and LUMO = 9.770 eV
Structure (SMILES) = [H]/N=C\C=C.N=c1cc1

The geometry in XYZ format:
```
16
Properties=species:S:1:pos:R:3:nbo_charge:R:1
H -2.4471 0.9081 0.7529 0.32
N -1.6050 1.5207 0.7702 -0.60
C -1.1742 1.6884 -0.4202 0.11
C -1.5806 1.0293 -1.6698 -0.28
C -0.5928 0.8415 -2.4888 -0.33
H -0.3344 2.4187 -0.5006 0.15
H -2.6279 0.7987 -1.5950 0.22
H -0.9030 0.3505 -3.4156 0.21
H 0.4017 1.1678 -2.1939 0.21
N 0.8247 -0.8069 0.1706 -0.73
C 1.4283 -1.4665 1.0913 0.24
C 2.1457 -1.4985 2.3112 -0.17
C 1.4164 -2.6042 1.9591 -0.14
H 1.1762 0.2168 0.0973 0.34
H 2.6389 -0.9606 3.0979 0.23
H 1.2329 -3.6038 2.0336 0.22
```

*Q*
Below is a molecular structure, C6H8N2, with properties calculated with ωB97M-V with the def2-TZVPD basis set.

## Properties
Gap between HOMO and LUMO = 8.689 eV

The geometry in XYZ format:
```
16
Properties=species:S:1:pos:R:3:nbo_charge:R:1
C 1.7280 0.5865 -0.1345 -0.43
C 1.6626 -0.9395 -0.0069 -0.18
C -1.8642 -0.9565 0.0959 -0.07
C -1.9556 0.5315 -0.1071 -0.25
C -0.8405 1.3227 -0.1841 -0.18
C 0.2888 0.5322 0.1889 -0.13
H 1.9035 0.9077 -1.2255 0.22
H 2.5817 1.0732 0.4502 0.23
H 1.4459 -1.3327 1.2257 0.17
H 2.1474 -1.6318 -0.6449 0.21
H -2.7902 -1.4411 0.1060 0.19
H -2.8905 0.9695 -0.3524 0.21
H -0.8961 2.3642 -0.1468 0.22
H 0.0449 0.4454 1.3047 0.17
N 0.2162 -0.8018 -0.3763 -0.22
N -0.7820 -1.6296 -0.1930 -0.16
```

Stability ranking, top and bottom: *Q* is the most stable and *P* is the least stable.

*P*
Below is 2 unconnected molecules or ions with the total composition C6H8N2, with properties calculated with ωB97M-V with the def2-TZVPD basis set.

## Properties
Gap between HOMO and LUMO = 8.513 eV
Structure (SMILES) = Nc1cc[nH]c1.C#C

The geometry in XYZ format:
```
16
Properties=species:S:1:pos:R:3:nbo_charge:R:1
N -2.3230 -1.5955 0.0417 -0.81
C -1.5066 -0.4393 -0.0237 0.09
C -1.9712 0.9026 0.0903 -0.35
C -0.9013 1.7246 -0.0955 -0.05
N 0.1987 0.9483 -0.3249 -0.51
C -0.1710 -0.3831 -0.2775 -0.15
H -3.0318 -1.5018 0.7546 0.37
H -1.7725 -2.4264 0.2281 0.37
H -3.0063 1.2117 0.2805 0.22
H -0.8162 2.8067 -0.0903 0.21
H 1.1339 1.2865 -0.4930 0.42
H 0.5687 -1.1632 -0.4437 0.21
C 3.4936 -0.0121 0.5859 -0.24
C 3.2981 -0.6707 -0.4087 -0.25
H 3.6652 0.5682 1.4734 0.24
H 3.1417 -1.2565 -1.2973 0.24
```

*Q*
Below is C6H8N2 in the gas phase, with properties calculated with ωB97M-V with the def2-TZVPD basis set.

## Properties
Gap between HOMO and LUMO = 10.032 eV
Structure (SMILES) = C1=C[C@H]2NN=C[C@@H]2C1

The geometry in XYZ format:
```
16
Properties=species:S:1:pos:R:3:nbo_charge:R:1
C -1.9663 -0.2213 -0.0808 -0.18
C -1.0788 -1.3028 0.0217 -0.21
C 0.2634 -0.7442 0.5344 -0.12
N 1.5588 -1.3457 0.1213 -0.47
N 2.4643 -0.1774 0.0770 -0.26
C 1.8188 0.9033 -0.0010 0.06
C 0.2950 0.6722 -0.0955 -0.27
C -1.1275 0.9705 0.3995 -0.44
H -3.0073 -0.1216 -0.6347 0.24
H -1.4391 -2.2517 -0.4245 0.23
H 0.5177 -0.6055 1.5120 0.21
H 1.5302 -1.7086 -0.8130 0.35
H 2.5672 1.8523 -0.3270 0.23
H 0.1987 0.8718 -1.3018 0.21
H -1.4699 1.8200 -0.2339 0.20
H -1.1252 1.3888 1.2463 0.21
```

*R*
Below is 2 unconnected molecules or ions with the total composition C6H8N2, with properties calculated with ωB97M-V with the def2-TZVPD basis set.

## Properties
Gap between HOMO and LUMO = 9.092 eV
Structure (SMILES) = [H]/N=C\C=C.N=c1cc1

The geometry in XYZ format:
```
16
Properties=species:S:1:pos:R:3:nbo_charge:R:1
H 0.2213 -0.9833 -0.4043 0.35
N -0.5695 -0.2976 -0.2358 -0.62
C -1.0504 -0.1533 0.9368 0.10
C -0.6228 -0.7691 2.0922 -0.26
C -1.3798 -1.1923 3.0831 -0.31
H -1.9341 0.4126 1.1652 0.17
H 0.3945 -1.1581 2.1303 0.20
H -1.2436 -1.9055 3.8173 0.21
H -2.3875 -0.8854 2.9386 0.17
N 2.7137 1.0451 -1.3275 -0.73
C 1.5822 1.1002 -1.8507 0.31
C 0.4951 0.4502 -2.7024 -0.16
C 0.5967 1.7791 -2.5541 -0.22
H 3.0519 0.1076 -1.0031 0.35
H -0.0596 -0.2680 -3.3016 0.23
H 0.1920 2.7178 -2.7841 0.22
```

*S*
Below is C6H8N2 in the gas phase, with properties calculated with ωB97M-V with the def2-TZVPD basis set.

## Properties
Gap between HOMO and LUMO = 10.280 eV
Structure (SMILES) = C=C[C@]12CC=NN1C2

The geometry in XYZ format:
```
16
Properties=species:S:1:pos:R:3:nbo_charge:R:1
C -2.5202 -0.2543 -0.6381 -0.37
C -1.4881 0.1499 0.1410 -0.18
C -0.0858 -0.0720 0.1914 -0.04
C 0.8368 1.1654 0.0785 -0.47
C 2.0376 0.3760 -0.5110 0.06
N 1.8525 -0.7978 -0.8445 -0.23
N 0.5338 -1.2873 -0.4449 -0.23
C 0.5505 -1.0068 0.9123 -0.25
H -2.2031 -0.9121 -1.3837 0.18
H -3.5435 0.0097 -0.8881 0.22
H -1.8914 1.1149 0.6210 0.20
H 0.3918 1.9815 -0.5463 0.25
H 1.0384 1.2401 1.2334 0.24
H 2.9443 0.9735 -0.8600 0.21
H 1.5182 -0.8455 1.4931 0.20
H 0.0282 -1.8351 1.4459 0.21
```

Stability ranking, top and bottom: *P* is the most stable and *Q* is the least stable.